Record 1
{"formula": "C19H20N2O3S", "method": "ωB97M-V/def2-TZVPD", "symbols": ["C", "C", "H", "H", "C", "N", "C", "N", "C", "C", "C", "C", "S", "H", "C", "C", "C", "C", "C", "C", "H", "C", "H", "H", "H", "C", "H", "H", "H", "H", "H", "C", "O", "H", "C", "O", "O", "C", "H", "H", "H", "H", "H", "H", "H"], "coordinates": [[2.607, 1.080, -2.630], [3.624, 1.392, -1.540], [4.481, 0.719, -1.629], [3.974, 2.418, -1.659], [3.049, 1.273, -0.122], [2.408, -0.014, 0.101], [3.153, -1.107, 0.380], [2.700, -2.303, 0.511], [1.365, -2.442, 0.377], [0.480, -1.395, 0.137], [-0.877, -1.836, 0.058], [-0.961, -3.185, 0.217], [0.560, -3.963, 0.486], [-1.852, -3.780, 0.214], [-2.038, -0.964, -0.136], [-3.007, -1.274, -1.082], [-4.094, -0.440, -1.252], [-4.249, 0.708, -0.487], [-3.286, 1.015, 0.480], [-2.196, 0.177, 0.643], [-1.456, 0.410, 1.394], [-3.425, 2.240, 1.331], [-4.380, 2.240, 1.856], [-3.386, 3.138, 0.714], [-2.625, 2.291, 2.065], [-5.432, 1.602, -0.697], [-6.026, 1.674, 0.214], [-6.066, 1.222, -1.494], [-5.109, 2.609, -0.961], [-4.837, -0.682, -1.999], [-2.895, -2.156, -1.695], [1.016, -0.075, -0.077], [0.406, 0.931, -0.388], [4.218, -0.956, 0.496], [2.064, 2.414, 0.190], [1.865, 3.358, -0.521], [1.650, 2.315, 1.463], [0.682, 3.279, 1.857], [-0.215, 3.162, 1.245], [1.076, 4.288, 1.724], [0.467, 3.084, 2.905], [3.861, 1.367, 0.611], [2.291, 0.039, -2.588], [1.733, 1.714, -2.517], [3.048, 1.262, -3.607]], "atomic_forces_ev_per_a": [[0.0689, 0.0957, 0.0861], [-0.2573, 0.0249, 0.1164], [0.0492, 0.0543, 0.0596], [0.1001, -0.0435, 0.0500], [0.2112, 0.4654, -0.3225], [-0.2722, 0.0027, 0.1155], [0.0958, -0.3115, 0.0564], [0.5904, -0.3602, 0.1229], [-0.5809, 0.4236, -0.0939], [0.3178, -0.5283, 0.1396], [0.0207, -0.3836, 0.0283], [0.2741, 0.0561, 0.0033], [-0.0194, 0.4240, -0.0804], [-0.2396, -0.0634, 0.0206], [-0.3067, 0.0602, -0.0910], [0.1784, 0.0140, 0.1127], [-0.0906, 0.0745, 0.0420], [0.0267, -0.1286, -0.0832], [0.0836, -0.1193, 0.0350], [-0.1944, -0.0697, -0.0987], [0.0848, 0.0569, 0.0589], [-0.0232, -0.0402, -0.0515], [-0.0478, 0.0845, 0.0728], [-0.0192, 0.1338, 0.0175], [0.0319, 0.0365, 0.0624], [0.0464, -0.0165, 0.0250], [-0.0946, 0.0679, 0.0303], [-0.0584, 0.0162, -0.0348], [-0.0621, 0.1152, -0.0185], [-0.0813, -0.0011, -0.0678], [0.0337, -0.0729, -0.0724], [-0.0910, -0.2110, 0.0017], [-0.1941, -0.1500, -0.2216], [0.0992, 0.2008, -0.0201], [0.5020, 0.1450, 0.2148], [0.0604, 0.0646, -0.0037], [0.2329, -0.1875, 0.1064], [-0.1308, 0.2522, -0.0807], [0.0053, 0.0214, 0.0561], [-0.0729, -0.0695, 0.0464], [-0.0024, 0.0031, -0.0479], [-0.1652, -0.0209, -0.0723], [-0.0520, -0.0831, -0.0531], [-0.0737, 0.0045, -0.0668], [0.0162, -0.0373, -0.0998]], "mulliken_charge": [-1.14, -0.50, 0.41, 0.37, -0.45, 0.18, 0.13, -0.61, 0.06, -0.20, 0.07, -0.56, -0.27, 0.57, 0.51, -1.06, -1.01, 1.31, 1.11, -0.51, 0.43, -1.92, 0.45, 0.37, 0.38, -1.48, 0.31, 0.38, 0.32, 0.31, 0.53, 0.68, -0.69, 0.37, 0.49, -0.62, -0.31, -0.65, 0.22, 0.31, 0.26, 0.49, 0.25, 0.27, 0.45], "orbital_gap_ev": 8.58, "e_above_lowest_kcal_mol": 4.2, "lumo_ev": 0.37}

=====

Record 2
{"formula": "C19H20N3O2", "method": "ωB97M-V/def2-TZVPD", "symbols": ["C", "H", "H", "H", "C", "C", "O", "O", "C", "H", "C", "N", "H", "C", "N", "C", "N", "C", "C", "C", "C", "C", "C", "H", "H", "H", "H", "C", "C", "C", "C", "C", "C", "H", "H", "H", "H", "H", "H", "H", "H", "H", "H", "H"], "coordinates": [[2.427, 1.319, 3.372], [2.480, 0.466, 2.700], [3.264, 1.268, 4.062], [2.515, 2.230, 2.786], [1.114, 1.313, 4.152], [-0.064, 1.482, 3.251], [-0.079, 2.211, 2.270], [-1.105, 0.753, 3.623], [-2.373, 0.920, 2.978], [-3.064, 0.352, 3.604], [-2.407, 0.376, 1.551], [-1.799, 1.330, 0.588], [-2.479, 1.995, 0.212], [-1.061, 0.688, -0.513], [-0.347, -0.327, -0.143], [0.400, -0.966, -1.081], [0.418, -0.608, -2.342], [-0.312, 0.436, -2.743], [-0.289, 0.819, -4.101], [-1.027, 1.889, -4.522], [-1.818, 2.623, -3.618], [-1.869, 2.285, -2.295], [-1.122, 1.186, -1.825], [-2.480, 2.871, -1.621], [-2.388, 3.464, -3.981], [-1.009, 2.185, -5.559], [0.324, 0.245, -4.776], [1.204, -2.094, -0.641], [1.917, -2.845, -1.578], [2.680, -3.919, -1.167], [2.744, -4.254, 0.178], [2.043, -3.510, 1.115], [1.275, -2.435, 0.712], [0.729, -1.850, 1.435], [2.097, -3.772, 2.160], [3.341, -5.095, 0.496], [3.228, -4.499, -1.893], [1.854, -2.570, -2.619], [-1.056, 1.874, 1.196], [-3.435, 0.158, 1.261], [-1.818, -0.546, 1.499], [-2.654, 1.979, 3.002], [0.987, 0.397, 4.730], [1.105, 2.155, 4.852]], "atomic_forces_ev_per_a": [[-0.1480, 0.0464, 0.0351], [0.0474, -0.0690, -0.0737], [0.0742, -0.0172, 0.0335], [0.0530, 0.0335, -0.0374], [0.2783, -0.0116, -0.0598], [0.0827, -0.0299, 0.1743], [-0.0021, 0.0973, -0.0557], [0.0068, -0.2254, 0.1633], [-0.2319, 0.1882, -0.3103], [0.0622, 0.1042, -0.1709], [-0.1700, -0.4698, 0.6584], [0.3994, 0.4984, -0.1813], [0.0899, -0.1760, 0.1554], [0.3845, -0.5137, -0.2142], [-0.3428, 0.4749, 0.2212], [-0.3301, 0.5713, -0.4410], [0.4019, -0.5264, 0.0572], [-0.5797, 0.6203, 0.4203], [-0.1234, 0.1836, -0.0845], [0.1932, -0.2510, 0.0107], [-0.1687, 0.1104, 0.3423], [-0.0749, 0.1251, -0.1442], [0.3392, -0.3471, -0.3108], [-0.0588, 0.0947, -0.0019], [-0.0561, 0.0745, -0.0029], [0.0211, 0.0037, -0.1002], [0.0676, -0.0646, -0.0798], [0.4230, -0.5889, 0.2234], [-0.1358, 0.1452, 0.1239], [0.0395, -0.0545, 0.0268], [-0.0122, 0.0204, 0.0115], [0.0605, -0.0876, 0.0445], [-0.0448, 0.1082, -0.2002], [-0.0288, 0.0067, 0.0614], [0.0042, -0.0206, 0.0825], [0.0553, -0.0752, 0.0245], [0.0427, -0.0467, -0.0676], [0.0246, -0.0121, -0.0904], [-0.3792, -0.1554, -0.2843], [0.0761, 0.0813, -0.0524], [-0.1789, 0.2123, -0.0171], [0.0086, -0.1168, 0.0772], [-0.0452, 0.0983, 0.0122], [-0.1245, -0.0399, 0.0211]], "mulliken_charge": [-1.10, 0.26, 0.37, 0.31, -0.24, 0.68, -0.72, -0.34, -0.69, 0.40, -0.50, 0.22, 0.36, 0.45, -0.26, -0.03, -0.52, -0.11, -0.49, -0.52, -0.95, -0.63, 1.20, 0.28, 0.42, 0.41, 0.51, 0.61, -0.48, -0.69, -0.41, -0.73, -0.26, 0.40, 0.41, 0.40, 0.41, 0.47, 0.47, 0.46, 0.26, 0.36, 0.30, 0.27], "total_charge": 1, "orbital_gap_ev": 7.95, "lumo_ev": -3.42}

=====

| no. | HOMO level (eV) |
| --- | --- |
| 1 | -8.21 |
| 2 | -11.37 |